69
Properties=species:S:1:pos:R:3 method="wB97M-V/def2-TZVPD" mol_weight_g_mol=752.8 e_homo_ha=0.01544 gap_ev=3.4 e_lumo_ev=3.83 charge=-2
Pd 0.60 -0.11 -0.35
C -3.64 0.82 3.15
C -3.35 0.93 1.79
C -2.08 0.69 1.29
C -1.01 0.29 2.14
C -1.31 0.24 3.53
C -2.58 0.49 4.00
N 0.19 -0.02 1.62
N 1.21 -0.15 2.59
C 2.44 -0.03 2.19
C 3.47 -0.04 3.22
C 4.78 0.15 2.90
C 5.16 0.36 1.55
C 4.14 0.30 0.62
N 2.85 0.11 0.88
H -4.64 1.02 3.53
H -4.12 1.24 1.09
H -1.87 0.83 0.24
H -0.51 -0.02 4.21
H -2.76 0.41 5.07
H 3.15 -0.18 4.24
H 5.52 0.16 3.69
H 6.19 0.51 1.25
H 4.38 0.41 -0.44
C -0.70 -0.06 -4.72
As -0.53 -0.68 -2.90
C -0.52 -2.59 -3.12
C -2.28 -0.34 -2.20
O 0.98 -0.07 -2.42
H -1.57 -0.52 -5.19
H 0.21 -0.32 -5.25
H -0.81 1.03 -4.69
H -1.13 -2.81 -4.00
H -0.93 -3.08 -2.24
H 0.51 -2.92 -3.27
H -2.96 -0.61 -3.01
H -2.36 0.71 -1.94
H -2.44 -0.97 -1.33
C -1.94 -4.98 1.25
C -2.27 -3.60 1.24
C -1.38 -2.69 0.77
C -0.11 -3.07 0.26
C 0.80 -2.10 -0.27
C 1.99 -2.57 -0.78
C 2.32 -3.95 -0.77
C 1.45 -4.88 -0.28
C 0.21 -4.45 0.25
C -0.73 -5.39 0.76
H -2.65 -5.71 1.64
H -3.22 -3.27 1.64
H -1.62 -1.64 0.79
H 2.71 -1.87 -1.18
H 3.28 -4.26 -1.17
H 1.70 -5.93 -0.26
H -0.47 -6.44 0.76
Br -2.24 7.57 -2.24
C -0.97 6.42 -1.39
C 0.01 6.99 -0.58
C 0.92 6.14 0.03
C 0.85 4.77 -0.16
C -0.13 4.23 -0.98
C -1.05 5.06 -1.60
C -0.21 2.71 -1.21
O 0.52 2.05 -0.43
O -0.91 2.33 -2.16
H 0.04 8.06 -0.44
H 1.69 6.56 0.67
H 1.53 4.09 0.34
H -1.80 4.62 -2.25